[1]
Molecular formula: C20H32B2N2O40S6
Method: DFT, ωB97M-V/def2-TZVPD

Results
LUMO level (alpha / beta) in eV: -3.736 / -10.315
Spin multiplicity: 2
Frontier orbital gap (alpha / beta) in eV: 8.69 / 2.11
HOMO (alpha / beta) in eV: -12.4 / -12.4
Maximum force in eV Å⁻¹: 8.5
Charge: +1

Cartesian coordinates (Å):
1 O -6.198813 1.597779 -5.017795
2 H -6.196313 1.413109 -0.716565
3 H -2.675033 1.551779 -5.015555
4 H 6.997617 -1.866461 -1.025845
5 C -1.948723 2.412659 1.862955
6 O -0.638453 0.861459 3.005465
7 H -2.563213 0.585409 3.032285
8 O -0.552823 -2.309521 6.933885
9 H -1.822373 0.134859 1.566955
10 C 6.429527 -1.079351 -0.530035
11 O 0.328617 3.866769 -3.122945
12 O -3.935793 0.525939 -4.363475
13 S -0.171263 2.371799 3.649835
14 H 0.171467 -2.192501 3.935555
15 O 0.282617 7.059009 -4.528315
16 O 6.696997 -1.127151 0.886925
17 H -2.968593 2.771019 2.002755
18 S -4.899973 -1.346841 2.211415
19 H -2.932333 -3.806541 3.353985
20 O -0.332313 0.251989 7.518175
21 C 2.965767 3.558659 -1.204245
22 H -1.784263 -2.135671 2.075265
23 O 5.485237 -2.844121 2.457415
24 C -5.555323 -0.277611 -1.854525
25 C 0.571607 -1.857551 4.892525
26 O -0.307723 -0.716151 5.199445
27 O -2.004663 2.130049 -2.880355
28 H 1.573727 -1.555691 4.587985
29 C 1.915047 -3.667381 -2.066205
30 C 0.542327 -2.800231 6.083465
31 O 2.495867 3.898609 -2.270885
32 H 2.707057 -5.437271 -1.072435
33 O -4.618413 -2.746121 3.082835
34 O 1.159297 2.687249 3.233545
35 O 1.372917 5.805119 -2.845565
36 H 1.977327 -3.112861 -1.129865
37 O 3.946857 2.815399 -0.905105
38 C -1.842033 0.943489 2.297595
39 O -6.156223 -1.492501 1.420815
40 O 3.064067 -3.450571 -2.906675
41 H 2.915187 2.869949 2.298825
42 H -2.316703 3.024919 -5.604805
43 O -3.558873 -1.507821 1.262185
44 O 4.669657 -5.135131 -3.963705
45 N 3.745007 2.321119 2.472885
46 S 3.240977 -4.747821 -3.971935
47 H 0.384077 -3.848391 5.829655
48 O 2.498307 0.374039 1.288115
49 H -4.462703 1.192229 -0.977775
50 H 3.450467 1.384059 2.237815
51 H -4.584553 -0.770751 -1.904715
52 O -0.675653 2.656469 4.996225
53 C 0.673787 -1.140171 0.476385
54 O -1.258533 3.238629 2.721455
55 H -2.641383 1.772719 -6.681085
56 H 1.049157 -3.232031 -2.564995
57 C -3.574413 -3.484211 2.534265
58 H 4.413197 -0.364921 -1.202975
59 B 1.252597 4.555009 -2.197545
60 O -0.892873 0.874709 -1.297945
61 O 2.110137 3.793559 1.081755
62 O -0.170683 0.777699 -4.754425
63 O -5.390523 1.840479 -2.654615
64 H -1.301783 1.670099 -5.802375
65 C 4.838617 -1.296601 -0.830005
66 B 0.300937 0.062219 -1.383315
67 C -0.205993 0.598099 -3.490355
68 C -1.206113 1.271889 -2.542975
69 H -2.457413 -3.168171 0.793165
70 S -5.339993 0.925539 -4.009955
71 C -2.701393 -2.552041 1.658595
72 H 3.974457 2.308149 3.456385
73 C 1.959577 -5.136591 -1.806575
74 H -1.496293 2.521579 0.877285
75 O -4.748803 -0.142761 3.078655
76 S -1.087313 -0.740981 6.674205
77 N -2.243543 2.034839 -5.790515
78 O 2.640737 -4.631361 -5.317195
79 O 1.523997 0.585179 -0.716925
80 O 2.388827 -5.733821 -2.991185
81 C 0.510147 6.042269 -3.857115
82 C 1.635497 0.108289 0.494305
83 H 4.746047 -2.009131 -1.649665
84 O 0.527267 -0.366711 -2.775405
85 O 4.301677 -1.764511 0.448095
86 H -6.166443 -0.810991 -1.126425
87 C -0.173143 4.659149 -4.109905
88 O 0.503597 -1.900021 1.401305
89 H -3.965953 -4.397841 2.086965
90 S 5.341377 -1.555931 1.771905
91 C 2.006017 3.999799 -0.138315
92 O -6.139693 -0.179871 -3.116105
93 H 6.771627 -0.085521 -0.818765
94 O -0.043273 -1.138551 -0.634545
95 O 0.968827 4.542449 -0.724985
96 H 0.947237 -5.527191 -1.703095
97 O -1.026223 4.283369 -4.977355
98 O 4.844227 -0.521471 2.649685
99 H 4.565727 2.526179 1.921095
100 O -2.512663 -0.742341 6.609125
101 C -5.441373 1.143819 -1.455245
102 H 1.505997 -2.744861 6.589805

Cartesian forces, eV/Å:
O 2.7 -2.5 2.8
H -0.3 0.7 -0.8
H -0.6 -0.3 0.2
H 0.1 0.1 0.2
C -1.9 -0.5 0.6
O 1.3 1.6 0.8
H -1.3 0.3 0.4
O -0.4 0.7 0.1
H 0.0 0.3 -0.5
C -1.1 0.1 -0.5
O -1.7 -0.6 -0.7
O -4.1 0.4 1.2
S -1.3 1.8 1.8
H -0.3 -0.7 0.3
O 1.2 -3.3 2.7
O -2.6 -0.7 1.4
H -0.3 0.0 -1.1
S -1.9 0.1 0.4
H -0.2 -0.1 0.2
O -2.7 -3.1 -2.5
C 5.0 -4.4 5.3
H -0.2 -0.2 0.4
O 0.2 2.4 -2.1
C 0.2 -1.1 0.9
C -1.0 0.6 -1.1
O -0.5 0.4 0.7
O 1.1 -2.2 1.0
H 0.1 0.6 0.7
C 0.3 1.0 -0.1
C -0.3 1.0 0.5
O 1.1 -0.2 -4.9
H -0.5 0.3 0.6
O -1.2 2.9 -0.6
O -1.7 -1.1 0.7
O -0.5 3.2 -0.6
H 0.7 0.1 -0.1
O -2.6 2.5 -1.2
C 1.6 0.4 0.2
O 3.9 0.5 2.0
O 0.2 -0.6 -1.3
H 0.2 1.0 -0.7
H 0.6 0.6 0.0
O -1.8 1.2 0.1
O -3.4 1.2 0.4
N 0.7 -0.7 1.3
S 2.3 -0.8 -1.1
H -0.5 0.2 0.0
O -1.3 -0.2 0.0
H 0.1 0.7 0.3
H 0.1 -0.8 -0.4
H 0.0 -0.1 -0.2
O 1.3 -1.6 -3.0
C -1.2 -0.2 1.7
O 2.0 -1.2 1.0
H -0.7 0.0 -0.1
H -0.3 -0.6 -0.2
C 1.8 -0.6 0.8
H -0.3 0.1 0.7
B -1.6 0.5 -1.7
O -0.5 1.4 -1.0
O -0.6 0.9 -2.8
O 0.4 -1.1 5.9
O 0.8 2.3 -1.9
H 0.9 0.5 0.4
C 2.5 0.5 1.0
B 0.4 -1.9 -0.2
C 1.1 -2.0 -4.7
C -0.3 2.4 -0.3
H 0.3 0.5 -0.3
S -0.8 1.5 0.4
C -0.5 -1.7 -0.4
H 0.2 0.2 0.3
C -0.8 -0.4 0.1
H -0.2 0.0 -0.7
O 0.0 -3.0 -2.2
S 4.9 0.1 1.2
N -0.4 -0.3 -1.0
O 0.6 0.2 3.8
O -0.6 1.4 -0.5
O 0.8 -0.1 -2.9
C -0.7 1.8 -2.1
C 0.9 -1.7 -1.2
H -0.3 -0.5 0.6
O -1.6 3.8 -1.3
O 1.3 0.6 0.4
H -0.3 -0.3 -0.6
C -2.2 -2.1 -1.1
O 0.4 0.3 -0.4
H 0.0 0.3 -0.6
S -0.4 -2.3 0.0
C -0.9 -0.1 3.4
O -0.4 -1.6 -3.4
H -0.2 -0.2 -0.3
O 1.0 -0.6 1.3
O -0.3 0.1 -0.2
H 0.2 -0.1 0.9
O 3.8 1.9 3.6
O 0.8 0.1 -1.5
H 0.0 0.5 -0.4
O 1.1 0.0 -0.4
C 1.8 -0.5 1.5
H -0.3 0.2 0.5



[2]
Molecular formula: C17H17N4O4Pt
Method: DFT, ωB97M-V/def2-TZVPD

Results
LUMO level in eV: 2.985
Frontier orbital gap in eV: 7.07
HOMO in eV: -4.1
Maximum force in eV Å⁻¹: 0.6
Charge: -1
Relative energy (zero: lowest compared OMol25 entry of this formula, charge and spin) in kcal per mole: 0.0

Cartesian coordinates (Å):
1 H 2.166304 -2.925614 2.757842
2 H 2.495800 -4.376080 -2.623573
3 Pt 0.409178 -0.483561 -0.696755
4 H -1.655902 2.913259 6.186150
5 H 0.810422 -0.177927 4.513164
6 C -1.301727 2.351916 5.329848
7 H 1.929593 -3.104720 -3.728839
8 C -0.386032 0.910796 3.126425
9 N -0.838946 0.192035 -2.200798
10 H -1.658555 2.150061 1.958220
11 O -0.594262 0.340679 0.839813
12 O -1.432558 -1.937882 -2.781759
13 C 2.639634 -2.791341 -0.462445
14 N -1.947497 1.991757 -3.276011
15 H -2.856968 3.627889 -4.162691
16 C -2.360263 -0.195725 -4.049624
17 C 2.937844 -2.633421 2.045579
18 C 2.307331 -2.148892 0.769441
19 C 2.593976 -3.325782 -2.896404
20 C 2.214819 -2.438831 -1.730476
21 N 1.451650 -1.174690 0.818847
22 C -1.315226 1.930758 2.960270
23 H -2.486838 3.449336 3.918841
24 H 3.625277 -3.147697 -3.209819
25 C -2.236659 3.410386 -3.294003
26 H 3.596002 -3.477525 1.847485
27 O -0.421538 2.383185 -1.664538
28 C 0.083576 0.615724 4.403050
29 H 3.270005 -3.668158 -0.392782
30 O 1.563613 -1.385506 -2.070269
31 C 0.093916 0.164875 1.925354
32 H -3.195247 1.573226 -4.883842
33 H -2.829009 -0.885869 -4.733083
34 H -2.764768 3.712220 -2.387787
35 H -0.008914 1.090364 6.490187
36 C -1.012213 1.539968 -2.321770
37 C -1.768169 2.650826 4.058174
38 C -2.557818 1.122881 -4.132045
39 C -0.374163 1.330384 5.498744
40 N 1.139610 -0.593149 2.056967
41 H -1.312967 3.983520 -3.342748
42 H 3.506832 -1.830037 2.514602
43 C -1.519140 -0.733637 -2.976944

Cartesian forces, eV/Å:
H 0.0 0.0 0.0
H 0.0 0.0 0.0
Pt 0.2 -0.2 0.0
H 0.0 0.0 0.0
H 0.0 0.0 0.0
C 0.0 0.0 0.0
H 0.0 0.0 0.0
C 0.0 -0.1 -0.1
N 0.0 0.1 0.0
H 0.0 0.0 0.0
O 0.2 0.3 -0.1
O 0.0 0.0 0.0
C -0.2 0.0 0.2
N 0.0 0.0 0.0
H 0.0 0.0 0.0
C 0.0 0.0 0.0
C 0.0 0.0 0.0
C 0.2 0.0 -0.1
C 0.1 0.1 0.0
C 0.3 0.3 -0.1
N -0.2 0.2 0.1
C 0.0 0.1 0.0
H 0.0 0.0 0.0
H 0.0 0.0 0.0
C 0.1 0.0 0.0
H 0.0 0.0 0.0
O 0.0 0.0 0.1
C 0.0 0.0 0.0
H -0.1 0.0 0.0
O -0.5 -0.3 0.0
C -0.3 0.0 0.2
H 0.0 0.0 0.0
H 0.0 0.0 0.0
H 0.0 0.0 0.0
H 0.0 0.0 0.0
C 0.0 -0.1 -0.1
C 0.0 0.0 0.0
C 0.0 0.0 0.0
C 0.0 0.0 0.0
N 0.2 -0.2 -0.2
H 0.0 0.0 0.0
H 0.0 0.0 0.0
C 0.0 0.1 0.1